Density functional theory data (ωB97M-V/def2-TZVPD) for 4 unconnected molecules or ions with the total composition C4H15NO3.

Structure (XYZ):
```
23
Properties=species:S:1:pos:R:3:nbo_charge:R:1
N -0.261 -0.433 0.264 -0.713
C 0.728 -1.489 -0.214 -0.240
C 1.998 -0.634 -0.562 -0.413
C 1.962 0.605 0.380 -0.441
C 0.470 0.844 0.506 -0.324
H -0.844 -0.785 1.076 0.404
H 0.932 -2.226 0.480 0.175
H 0.241 -1.912 -1.041 0.175
H 2.918 -1.252 -0.517 0.196
H 1.828 -0.349 -1.634 0.197
H 2.417 0.351 1.343 0.191
H 2.505 1.408 -0.040 0.204
H 0.250 1.411 1.439 0.187
H 0.126 1.469 -0.436 0.174
H -3.296 0.680 -0.173 0.463
H -2.228 -0.289 -0.752 0.495
O -2.905 0.413 -1.026 -1.012
H -1.041 -0.198 3.208 0.308
H -1.991 -1.091 3.982 0.369
O -1.672 -0.968 3.104 -1.392
H -0.784 0.862 -2.633 0.489
H -1.027 2.045 -3.596 0.465
O -0.325 1.538 -3.157 -0.958
```

Computed properties:
2S+1: 2
Calculated total energy in hartree: -441.815181
Charge: -1
Expectation value of S²: 0.750
E_HOMO (alpha / beta) in eV: 0.70 / -5.45
LUMO (alpha / beta) in eV: 3.34 / 3.25